Entry 1:
{"formula": "C48H54FNO5S", "method": "ωB97M-V/def2-TZVPD", "symbols": ["C", "C", "O", "O", "C", "C", "C", "C", "N", "O", "S", "O", "O", "F", "H", "H", "H", "H", "H", "H", "H", "H", "H", "H", "H", "H", "C", "C", "C", "C", "C", "C", "H", "H", "H", "H", "H", "H", "C", "C", "C", "C", "C", "C", "H", "H", "H", "H", "H", "H", "C", "C", "C", "C", "C", "C", "H", "H", "H", "H", "H", "H", "C", "C", "C", "C", "C", "C", "H", "H", "H", "H", "H", "H", "C", "C", "C", "C", "C", "C", "H", "H", "H", "H", "H", "H", "C", "C", "C", "C", "C", "C", "H", "H", "H", "H", "H", "H", "C", "C", "C", "C", "C", "C", "H", "H", "H", "H", "H", "H"], "coordinates": [[3.55, -3.06, 2.80], [2.79, -1.83, 1.94], [2.18, -2.21, 0.82], [2.83, -0.50, 2.55], [2.12, 0.52, 1.77], [0.56, 0.79, 2.30], [-0.57, -0.03, 1.46], [-1.91, -0.31, 2.42], [-3.03, -0.95, 1.63], [-2.60, -1.41, 0.42], [-3.75, -2.32, 2.44], [-4.94, -1.79, 3.32], [-4.41, -3.28, 1.38], [-2.65, -3.29, 3.34], [4.24, -3.60, 2.00], [4.12, -2.64, 3.73], [2.71, -3.78, 3.18], [2.69, 1.55, 1.99], [2.19, 0.39, 0.60], [0.31, 1.96, 2.29], [0.44, 0.48, 3.45], [-0.13, -1.09, 1.22], [-0.85, 0.54, 0.47], [-2.19, 0.74, 2.89], [-1.54, -0.98, 3.34], [-2.08, -2.26, 0.64], [5.71, 2.86, -1.01], [5.23, 2.15, 0.08], [5.78, 2.35, 1.35], [6.81, 3.28, 1.52], [7.30, 3.99, 0.42], [6.75, 3.78, -0.85], [5.28, 2.70, -2.00], [4.43, 1.42, -0.05], [5.40, 1.80, 2.20], [7.23, 3.44, 2.50], [8.11, 4.70, 0.55], [7.13, 4.33, -1.70], [-7.52, -3.55, -3.85], [-6.24, -3.00, -3.78], [-5.66, -2.75, -2.53], [-6.36, -3.04, -1.36], [-7.64, -3.59, -1.44], [-8.22, -3.84, -2.68], [-7.96, -3.76, -4.82], [-5.69, -2.77, -4.69], [-4.66, -2.32, -2.48], [-5.91, -2.85, -0.40], [-8.19, -3.81, -0.53], [-9.22, -4.27, -2.74], [11.62, 0.16, 3.42], [11.41, 0.40, 4.78], [10.17, 0.85, 5.23], [9.14, 1.08, 4.31], [9.36, 0.85, 2.95], [10.60, 0.39, 2.51], [12.59, -0.20, 3.08], [12.21, 0.23, 5.50], [10.00, 1.04, 6.28], [8.17, 1.43, 4.65], [8.56, 1.03, 2.24], [10.76, 0.21, 1.45], [13.43, 4.02, 2.11], [12.95, 3.30, 3.20], [13.50, 3.51, 4.47], [14.53, 4.43, 4.64], [15.02, 5.14, 3.54], [14.47, 4.93, 2.28], [13.00, 3.86, 1.12], [12.15, 2.58, 3.07], [13.12, 2.95, 5.32], [14.95, 4.60, 5.63], [15.83, 5.86, 3.67], [14.85, 5.49, 1.42], [-5.44, 3.10, -2.64], [-4.97, 2.83, -1.35], [-5.05, 1.53, -0.85], [-5.59, 0.51, -1.63], [-6.07, 0.79, -2.91], [-5.99, 2.08, -3.42], [-5.37, 4.11, -3.04], [-4.55, 3.62, -0.75], [-4.68, 1.31, 0.15], [-5.65, -0.50, -1.23], [-6.50, -0.01, -3.51], [-6.36, 2.30, -4.42], [-8.00, -8.27, -7.47], [-7.14, -7.52, -6.66], [-7.66, -6.74, -5.62], [-9.04, -6.71, -5.40], [-9.89, -7.45, -6.22], [-9.37, -8.23, -7.25], [-7.59, -8.88, -8.27], [-6.07, -7.55, -6.83], [-6.99, -6.17, -4.99], [-9.44, -6.11, -4.59], [-10.97, -7.42, -6.05], [-10.04, -8.81, -7.88], [-10.25, 2.17, -0.99], [-8.86, 2.29, -0.87], [-8.28, 3.55, -0.73], [-9.08, 4.69, -0.70], [-10.47, 4.57, -0.82], [-11.05, 3.31, -0.97], [-10.70, 1.19, -1.09], [-8.24, 1.40, -0.89], [-7.20, 3.64, -0.63], [-8.63, 5.67, -0.58], [-11.09, 5.46, -0.81], [-12.13, 3.22, -1.06]], "lowdin_charge": [-0.014, -0.292, -0.043, -0.091, -0.181, -0.156, -0.175, -0.170, -0.276, -0.086, 0.911, -0.327, -0.336, -0.242, 0.105, 0.088, 0.095, 0.132, 0.140, 0.129, 0.128, 0.106, 0.135, 0.144, 0.135, 0.146, -0.092, -0.097, -0.102, -0.106, -0.091, -0.093, 0.101, 0.086, 0.096, 0.099, 0.103, 0.101, -0.111, -0.099, -0.111, -0.093, -0.079, -0.095, 0.096, 0.104, 0.106, 0.078, 0.104, 0.095, -0.117, -0.109, -0.092, -0.093, -0.092, -0.100, 0.108, 0.103, 0.101, 0.098, 0.088, 0.104, -0.091, -0.086, -0.090, -0.097, -0.101, -0.100, 0.100, 0.074, 0.094, 0.099, 0.099, 0.099, -0.107, -0.124, -0.089, -0.090, -0.084, -0.086, 0.103, 0.103, 0.096, 0.076, 0.097, 0.103, -0.099, -0.095, -0.095, -0.095, -0.096, -0.099, 0.099, 0.100, 0.091, 0.088, 0.100, 0.099, -0.093, -0.081, -0.087, -0.094, -0.103, -0.102, 0.100, 0.093, 0.076, 0.098, 0.097, 0.098], "smiles": "CC(=O)OCCCCN(O)S(=O)(=O)F.c1ccccc1.c1ccccc1.c1ccccc1.c1ccccc1.c1ccccc1.c1ccccc1.c1ccccc1"}

=====

Entry 2:
{"formula": "C31H30N5O3PSeV", "method": "ωB97M-V/def2-TZVPD", "symbols": ["V", "O", "C", "N", "C", "C", "C", "C", "C", "C", "N", "C", "C", "C", "C", "C", "N", "H", "H", "H", "H", "H", "H", "H", "H", "H", "H", "O", "C", "O", "C", "P", "C", "C", "C", "C", "C", "C", "C", "C", "C", "C", "C", "C", "H", "H", "H", "H", "H", "H", "H", "H", "H", "H", "H", "H", "C", "N", "C", "C", "N", "C", "C", "Se", "H", "H", "H", "H", "H", "H", "H", "H"], "coordinates": [[-0.39, -1.02, 0.97], [1.48, 1.29, 3.70], [0.75, 0.60, 3.04], [0.93, 0.11, 1.78], [2.25, 0.11, 1.15], [2.48, -1.33, 0.72], [3.72, -1.84, 0.37], [3.83, -3.17, 0.02], [2.70, -3.97, 0.00], [1.50, -3.41, 0.35], [1.39, -2.12, 0.72], [-0.56, 0.04, 3.61], [-1.11, 0.44, 4.80], [-2.21, -0.26, 5.29], [-2.69, -1.35, 4.59], [-2.09, -1.69, 3.40], [-1.06, -1.00, 2.90], [3.01, 0.46, 1.85], [2.28, 0.76, 0.27], [4.58, -1.18, 0.37], [4.80, -3.58, -0.24], [2.75, -5.02, -0.27], [0.58, -3.98, 0.33], [-0.65, 1.26, 5.33], [-2.67, 0.04, 6.22], [-3.53, -1.92, 4.96], [-2.44, -2.53, 2.81], [-1.55, -1.42, -2.57], [-1.78, -0.99, -1.48], [-1.58, -1.67, -0.29], [-2.35, 0.40, -1.21], [-1.78, 0.98, 0.45], [-3.30, 1.52, 1.27], [-4.16, 0.52, 1.72], [-5.37, 0.84, 2.30], [-5.74, 2.17, 2.44], [-4.89, 3.18, 2.00], [-3.67, 2.86, 1.42], [-0.72, 2.43, 0.21], [-0.43, 3.27, 1.28], [0.51, 4.29, 1.15], [1.19, 4.45, -0.05], [0.94, 3.59, -1.11], [-0.01, 2.58, -0.98], [-3.44, 0.28, -1.16], [-2.11, 1.07, -2.03], [-3.88, -0.52, 1.60], [-6.04, 0.05, 2.65], [-6.69, 2.43, 2.89], [-5.17, 4.22, 2.11], [-3.01, 3.65, 1.08], [-0.92, 3.13, 2.24], [0.72, 4.94, 1.99], [1.92, 5.24, -0.16], [1.48, 3.70, -2.04], [-0.17, 1.91, -1.82], [3.85, 0.61, -4.85], [3.24, -0.72, -4.88], [3.43, -1.66, -5.88], [2.70, -2.74, -5.54], [2.07, -2.44, -4.34], [1.21, -3.34, -3.59], [2.41, -1.20, -3.93], [1.87, -0.30, -2.41], [4.49, 0.71, -5.72], [4.44, 0.72, -3.94], [3.07, 1.37, -4.85], [4.05, -1.48, -6.73], [2.56, -3.68, -6.04], [0.90, -4.15, -4.25], [0.33, -2.80, -3.24], [1.74, -3.75, -2.73]], "mulliken_spin": [2.017, -0.003, 0.026, -0.119, 0.021, 0.032, -0.003, 0.007, -0.003, 0.021, 0.018, 0.038, -0.016, 0.020, -0.009, 0.032, -0.048, 0.005, -0.020, 0.000, 0.000, 0.000, -0.003, 0.000, 0.001, 0.000, -0.005, 0.011, 0.013, -0.031, -0.003, -0.052, 0.002, 0.009, 0.003, -0.001, 0.002, 0.001, -0.007, 0.006, 0.003, -0.002, 0.002, 0.004, -0.002, -0.001, 0.005, 0.000, 0.000, 0.000, 0.000, -0.001, 0.000, 0.000, 0.000, 0.001, 0.000, 0.000, 0.000, 0.000, 0.000, 0.001, 0.003, 0.027, 0.000, 0.000, 0.000, 0.000, 0.000, 0.000, 0.000, 0.000], "total_charge": 1, "e_above_lowest_kj_mol": 111.7, "s_squared": 2.015, "multiplicity": 3}

=====

no.,DFT total energy (a.u.)
1,-2790.15363
2,-5385.52981